A structure of composition C37H33FNOPS6Ti, computed with wB97M-V/def2-TZVPD.

## Properties
Largest force on an atom (eV/Å): 0.64
E (eV): -142575.355
Expectation value of S²: 2.02
Spin multiplicity: 3
E_LUMO (alpha / beta) (eV): 4.2 / 4.2
E_HOMO (alpha / beta) (Eh): 0.0113 / -0.0451
Net charge: -2

Each line ends with the Löwdin spin population.
Atoms and positions in Å:
Ti (-0.713, 1.197, -1.468)  0.996
O (0.559, 1.546, -2.880)  0.039
N (0.184, 1.834, -4.157)  0.231
C (1.155, 1.811, -5.141)  0.164
C (0.824, 2.103, -6.429)  0.036
C (-0.493, 2.451, -6.771)  0.259
C (-1.458, 2.489, -5.724)  0.076
C (-1.126, 2.187, -4.433)  0.101
S (-2.245, 2.159, -3.095)  0.031
H (2.136, 1.523, -4.795)  0.016
H (1.597, 2.040, -7.184)  -0.004
H (-0.773, 2.648, -7.795)  0.022
H (-2.493, 2.734, -5.922)  0.001
C (2.401, 1.429, 0.963)  0.003
C (1.929, 1.029, 2.336)  0.000
C (2.806, 1.180, 3.404)  0.000
C (2.442, 0.861, 4.703)  0.000
C (1.160, 0.397, 4.947)  0.000
C (0.273, 0.247, 3.892)  0.000
C (0.642, 0.532, 2.579)  0.001
P (-0.534, 0.248, 1.192)  0.001
C (-1.783, -1.054, 1.597)  0.000
C (-1.482, -2.069, 2.503)  0.000
C (-2.382, -3.072, 2.814)  0.000
C (-3.620, -3.089, 2.185)  0.000
C (-3.928, -2.092, 1.277)  0.000
C (-3.043, -1.053, 0.980)  0.001
C (-3.566, 0.010, 0.043)  0.012
C (-1.718, 1.662, 1.736)  -0.001
C (-2.648, 1.585, 2.769)  0.000
C (-3.564, 2.599, 3.011)  -0.001
C (-3.555, 3.725, 2.195)  0.000
C (-2.614, 3.832, 1.185)  0.000
C (-1.668, 2.827, 0.948)  0.001
C (-0.671, 2.949, -0.150)  -0.012
H (3.465, 1.225, 0.858)  0.000
H (2.249, 2.498, 0.803)  0.000
H (1.868, 0.887, 0.182)  0.003
H (3.809, 1.542, 3.202)  0.000
H (3.154, 0.972, 5.512)  0.000
H (0.846, 0.149, 5.955)  0.000
H (-0.730, -0.100, 4.101)  0.000
H (-0.503, -2.070, 2.959)  0.000
H (-2.112, -3.843, 3.525)  0.000
H (-4.335, -3.876, 2.391)  0.000
H (-4.888, -2.110, 0.774)  0.000
H (-4.211, -0.453, -0.705)  0.000
H (-2.815, 0.574, -0.515)  0.009
H (-4.154, 0.743, 0.603)  0.000
H (-2.707, 0.684, 3.372)  0.000
H (-4.293, 2.499, 3.807)  0.000
H (-4.278, 4.518, 2.349)  0.000
H (-2.599, 4.716, 0.555)  0.000
H (0.349, 3.003, 0.243)  0.001
H (-0.852, 3.837, -0.762)  0.000
F (5.838, -2.465, 3.510)  0.000
C (4.667, -2.295, 2.812)  0.000
C (3.482, -2.745, 3.355)  0.000
C (2.303, -2.568, 2.649)  0.000
C (2.256, -1.929, 1.390)  0.000
C (1.017, -1.654, 0.694)  0.000
C (3.509, -1.522, 0.878)  0.000
C (4.696, -1.692, 1.572)  0.000
H (3.485, -3.224, 4.327)  0.000
H (1.382, -2.930, 3.089)  0.000
H (0.297, -2.466, 0.759)  0.000
H (1.172, -1.373, -0.348)  0.000
H (3.535, -1.054, -0.100)  0.000
H (5.642, -1.365, 1.155)  0.000
C (2.176, -3.036, -2.380)  0.000
S (2.118, -1.311, -2.936)  0.002
C (0.720, -1.417, -3.993)  -0.001
C (-0.567, -1.374, -3.597)  0.000
S (-1.206, -1.308, -1.981)  0.000
S (-1.720, -1.527, -4.914)  -0.001
C (-0.621, -1.767, -6.216)  0.002
S (-1.079, -2.027, -7.784)  0.007
S (1.010, -1.661, -5.700)  0.001
H (3.039, -3.128, -1.721)  0.000
H (2.279, -3.704, -3.234)  0.000
H (1.272, -3.257, -1.816)  0.000

Forces on the atoms, in the same order (eV/Å):
Ti 0.21 0.12 -0.59
O -0.08 -0.12 0.35
N -0.25 0.06 0.03
C 0.29 -0.01 0.15
C -0.10 0.04 -0.09
C 0.02 0.01 0.00
C 0.02 -0.01 -0.02
C 0.03 0.01 -0.08
S -0.02 -0.17 0.21
H -0.01 0.00 -0.02
H 0.03 0.00 0.00
H -0.01 0.00 -0.01
H 0.00 0.01 -0.01
C -0.02 -0.01 0.06
C 0.07 0.01 -0.09
C 0.04 -0.04 0.04
C -0.03 0.00 0.00
C 0.06 0.02 0.02
C -0.09 0.00 0.05
C -0.03 -0.12 -0.12
P -0.39 0.26 -0.05
C 0.13 0.02 0.09
C 0.02 0.01 0.00
C -0.05 -0.02 -0.01
C 0.03 0.00 0.02
C -0.04 -0.03 0.01
C 0.01 0.06 -0.05
C -0.14 -0.04 -0.01
C 0.15 0.01 -0.02
C -0.03 -0.05 0.03
C -0.01 0.05 -0.03
C 0.00 -0.05 0.05
C 0.01 0.09 -0.03
C 0.03 0.01 -0.04
C -0.08 -0.15 -0.06
H 0.03 -0.01 0.00
H -0.03 0.00 -0.03
H 0.05 -0.01 -0.02
H 0.01 0.00 -0.01
H 0.01 0.00 0.01
H -0.01 0.00 0.00
H 0.02 0.01 -0.01
H 0.01 -0.02 0.01
H 0.01 -0.01 0.01
H 0.00 0.00 0.00
H -0.01 0.01 -0.01
H 0.04 0.02 -0.02
H -0.07 -0.13 0.17
H 0.05 0.03 0.00
H 0.02 0.00 0.00
H -0.01 0.00 0.01
H -0.01 0.01 0.00
H -0.01 -0.01 -0.01
H -0.04 0.00 0.02
H 0.03 -0.01 0.05
F 0.01 0.00 0.01
C 0.01 0.03 -0.05
C -0.03 -0.02 0.02
C 0.05 -0.01 0.07
C -0.13 0.05 -0.05
C 0.23 -0.06 -0.14
C 0.00 0.03 -0.02
C 0.04 -0.02 0.06
H 0.00 0.00 0.00
H -0.02 -0.01 0.01
H -0.07 0.02 0.00
H 0.00 -0.06 0.11
H 0.00 0.01 -0.02
H 0.00 0.00 0.00
C -0.04 0.07 -0.06
S 0.00 -0.04 -0.08
C 0.24 -0.03 -0.05
C -0.30 -0.02 -0.07
S 0.09 0.22 0.11
S 0.00 0.00 0.09
C 0.08 0.16 0.17
S -0.06 -0.08 -0.18
S 0.01 -0.02 0.04
H 0.00 -0.01 0.03
H 0.03 -0.02 0.02
H -0.01 -0.01 0.03


A structure of composition C40H50Cl3GeN17O5RbS at a distorted geometry, computed with wB97M-V/def2-TZVPD.

## Properties
Largest force on an atom (eV/Å): 5.22
E (eV): -183433.541
Expectation value of S²: 0.76
Spin multiplicity: 2
E_LUMO (alpha / beta) (eV): 2.9 / 2.4
E_HOMO (alpha / beta) (Eh): -0.0034 / -0.0033
Net charge: -2

Each line ends with the Löwdin spin population.
Atoms and positions in Å:
Rb (-0.473, 0.627, -0.272)  0.005
O (3.378, -0.106, -3.393)  0.000
C (2.712, -0.619, -2.416)  0.000
O (2.183, 0.031, -1.483)  0.000
C (2.666, -2.206, -2.523)  -0.001
C (4.110, -2.670, -2.189)  0.000
C (4.255, -4.115, -2.503)  0.000
C (3.492, -4.797, -1.370)  0.000
C (2.946, -3.647, -0.559)  0.000
O (4.030, -2.599, -0.688)  0.000
C (1.849, -2.962, -1.404)  -0.003
C (0.622, -2.404, -0.718)  0.004
O (-0.457, -2.147, -1.415)  0.303
O (0.657, -2.011, 0.461)  0.081
H (2.403, -2.558, -3.530)  0.000
H (4.847, -1.965, -2.543)  0.000
H (5.313, -4.366, -2.470)  0.000
H (3.987, -4.384, -3.520)  0.000
H (4.114, -5.395, -0.741)  0.000
H (2.655, -5.428, -1.698)  0.000
H (2.729, -3.771, 0.515)  0.000
H (1.506, -3.775, -2.085)  -0.001
C (-6.517, 1.264, 1.547)  0.000
N (-5.649, 0.935, 0.385)  0.000
C (-6.228, 0.328, -0.811)  0.001
C (-4.258, 1.059, 0.515)  0.000
N (-3.344, 0.450, -0.121)  0.000
N (-3.900, 2.028, 1.423)  0.000
C (-2.747, 2.035, 2.146)  0.000
N (-2.220, 3.285, 2.376)  0.000
N (-2.163, 0.947, 2.549)  0.000
H (-7.403, 0.613, 1.469)  0.000
H (-6.756, 2.321, 1.526)  0.000
H (-6.010, 1.029, 2.491)  0.000
H (-6.229, -0.746, -0.685)  0.001
H (-5.601, 0.552, -1.677)  0.001
H (-7.232, 0.766, -0.970)  0.000
H (-3.672, -0.312, -0.798)  0.000
H (-4.493, 2.835, 1.468)  0.000
H (-2.808, 4.084, 2.150)  0.000
H (-1.444, 3.365, 3.016)  0.000
H (-1.346, 1.054, 3.153)  0.000
N (-1.393, 2.082, -5.345)  0.000
C (-1.063, 0.783, -5.794)  0.000
C (-0.688, 0.107, -4.644)  0.001
N (-0.773, 0.915, -3.517)  0.000
C (-1.232, 2.084, -3.975)  0.000
C (-1.430, 3.235, -3.083)  0.000
N (-1.238, 3.191, -1.745)  0.000
C (-1.707, 4.333, -1.233)  0.000
C (-2.265, 5.120, -2.206)  0.000
N (-2.023, 4.440, -3.382)  0.000
H (-1.602, 2.887, -5.928)  0.000
H (-1.116, 0.558, -6.831)  0.000
H (-0.388, -0.906, -4.523)  0.002
H (-1.599, 4.531, -0.154)  0.000
H (-2.757, 6.085, -2.181)  0.000
H (-2.170, 4.824, -4.299)  0.000
C (2.790, 3.856, -3.168)  0.000
C (4.073, 4.300, -2.457)  0.000
C (4.409, 5.783, -2.849)  0.000
C (5.210, 3.393, -2.929)  0.000
C (3.944, 4.132, -0.937)  0.000
C (4.706, 4.947, -0.072)  0.000
C (4.747, 4.691, 1.332)  0.000
C (3.901, 3.719, 1.842)  0.000
S (3.658, 3.289, 3.505)  0.000
C (2.512, 2.093, 2.901)  0.000
N (2.278, 2.046, 1.626)  0.000
C (3.130, 2.931, 0.941)  0.000
C (3.154, 3.081, -0.418)  0.000
C (1.860, 1.071, 3.765)  0.000
C (2.513, 0.386, 4.857)  0.000
C (1.925, -0.783, 5.353)  0.000
C (0.842, -1.348, 4.734)  0.000
C (0.175, -0.704, 3.681)  0.000
C (0.768, 0.423, 3.252)  0.000
H (2.862, 3.981, -4.294)  0.000
H (1.821, 4.388, -2.815)  0.000
H (2.666, 2.784, -2.986)  0.000
H (4.667, 5.908, -3.932)  0.000
H (5.207, 6.260, -2.264)  0.000
H (3.525, 6.365, -2.736)  0.000
H (5.653, 3.545, -3.926)  0.000
H (4.935, 2.305, -2.937)  0.000
H (5.983, 3.470, -2.180)  0.000
H (5.363, 5.723, -0.513)  0.000
H (5.304, 5.361, 2.035)  0.000
H (2.622, 2.369, -1.006)  0.000
H (3.419, 0.764, 5.328)  0.000
H (2.399, -1.281, 6.198)  0.000
H (0.339, -2.238, 5.132)  0.000
H (-0.681, -1.122, 3.220)  0.000
N (-0.402, -8.352, 2.387)  0.000
N (0.073, -7.146, 2.758)  0.000
N (-0.483, -5.942, 2.754)  0.000
C (0.460, -5.181, 3.504)  0.000
N (1.475, -5.968, 3.867)  0.000
N (1.253, -7.212, 3.395)  0.000
H (-1.210, -8.281, 1.765)  0.000
H (0.305, -9.051, 2.117)  0.000
H (0.438, -4.144, 3.578)  0.000
C (-5.413, -1.576, 3.975)  0.000
N (-4.306, -2.416, 3.666)  0.000
C (-4.321, -3.744, 3.444)  0.000
C (-2.997, -4.073, 3.262)  0.000
N (-2.192, -2.960, 3.254)  0.000
C (-3.022, -1.942, 3.458)  0.000
H (-6.167, -2.191, 4.485)  0.000
H (-5.819, -1.115, 3.051)  0.000
H (-5.122, -0.761, 4.664)  0.000
H (-5.227, -4.331, 3.319)  0.000
H (-2.556, -5.051, 3.135)  0.000
H (-2.754, -0.858, 3.489)  0.000
Cl (-2.040, -5.320, -1.907)  0.097
Ge (-2.009, -3.393, -2.948)  0.259
Cl (-2.962, -3.779, -5.099)  0.165
Cl (-3.743, -1.993, -2.422)  0.084

Forces on the atoms, in the same order (eV/Å):
Rb 0.82 -0.26 0.33
O -0.72 -0.74 1.13
C 0.51 1.18 -1.58
O 0.00 -1.13 -0.59
C 0.28 1.62 1.32
C -1.86 1.34 2.00
C 1.38 -0.70 -0.11
C -0.88 -0.59 0.20
C 0.61 3.12 -0.03
O 0.03 -2.00 -1.32
C -0.33 -2.32 -1.79
C 0.64 1.95 1.38
O -0.81 -0.82 -0.86
O 0.01 -1.17 -1.43
H -0.17 0.51 0.21
H 0.22 -0.01 -0.10
H 0.23 -0.22 0.28
H -0.60 0.08 -0.10
H 0.69 -0.51 0.29
H 0.25 0.02 -0.07
H 0.05 -0.09 -0.61
H -0.75 0.12 0.76
C 0.68 -1.06 -1.05
N 0.22 0.61 0.65
C 0.27 0.65 0.67
C -0.33 -1.02 -1.05
N -1.07 -1.16 -1.51
N -1.15 0.66 -0.03
C 3.30 -2.22 2.00
N -0.77 0.92 -0.29
N -2.40 1.22 -0.48
H 0.12 0.54 0.13
H -0.53 0.24 0.19
H -0.07 0.11 -0.29
H -0.46 -0.49 -0.27
H -0.05 0.06 0.08
H 0.41 -0.48 0.03
H 0.44 1.34 1.51
H 0.02 0.12 0.00
H 0.63 -0.17 0.32
H -0.18 0.01 -0.12
H 0.57 0.44 -0.68
N 0.12 -0.68 0.44
C 0.16 1.07 2.01
C -0.49 1.26 -0.16
N -0.96 0.88 -1.63
C 1.10 -0.61 0.11
C -0.30 0.49 1.91
N 0.35 -1.10 -2.04
C -0.43 0.85 0.94
C 0.53 0.19 -0.05
N -0.20 -0.50 -0.28
H 0.06 -0.51 0.26
H 0.02 -0.34 -0.40
H 0.23 -0.52 -0.10
H -0.25 -0.11 -0.75
H 0.24 -0.20 -0.08
H -0.17 -0.12 0.00
C -1.37 0.48 -0.62
C 0.08 0.90 -0.85
C 0.40 -0.59 -0.69
C 0.31 -1.66 0.05
C 0.00 -0.16 0.09
C 0.44 -0.45 0.67
C -0.19 1.24 -0.52
C 0.81 0.54 -1.14
S -0.21 -0.32 -0.69
C -1.20 -1.34 -0.03
N 1.39 0.70 0.06
C -0.87 -0.14 2.59
C 1.14 1.40 -0.23
C 1.49 -2.23 1.61
C -0.60 1.19 -0.65
C 1.37 0.42 0.29
C -2.30 -0.90 -0.11
C 2.15 -0.95 2.15
C -1.98 3.40 -2.94
H 0.06 -0.02 1.22
H 1.62 -0.67 -0.42
H -0.21 0.08 -0.19
H -0.03 -0.52 0.75
H -0.17 -0.31 -0.28
H -0.85 0.67 0.40
H -0.42 0.56 0.22
H -0.18 0.85 0.20
H 0.68 0.07 0.06
H -0.57 -0.62 0.64
H -0.32 -0.69 -0.86
H -0.36 -0.38 -0.46
H 0.05 0.03 0.07
H -0.09 0.03 -0.12
H 0.57 -0.13 0.14
H -0.62 -0.41 -0.29
N -2.14 -1.29 -0.96
N 3.10 2.13 1.92
N 1.29 -0.07 0.90
C -0.95 -4.63 -2.20
N -0.18 -0.82 -0.65
N -0.96 1.84 0.32
H 0.67 0.09 0.16
H -0.27 1.21 0.14
H -0.41 1.57 0.28
C -0.77 0.59 -0.10
N 0.95 2.01 -0.54
C 0.80 -1.24 0.02
C -0.04 -0.29 -0.32
N -1.04 0.36 0.28
C 0.18 -0.59 0.64
H -0.03 0.31 -0.24
H -0.05 -0.28 0.55
H 0.01 -0.42 -0.36
H 0.22 0.21 0.39
H -0.21 0.11 -0.18
H -0.38 -1.13 -0.10
Cl -0.34 -0.19 0.11
Ge 0.59 1.44 -0.12
Cl 0.39 -0.17 0.53
Cl 0.32 -0.62 0.10